ORCA calculation (ωB97M-V/def2-TZVPD) on a structure of composition C30H27Br2IrN4OS2.

Computed properties:
Gap between HOMO and LUMO (spin up / spin down) = 7.28 / 5.44 eV
DFT total energy = -7502.1208 Ha
Spin multiplicity = 6
<S²> = 8.79
Charge = +1

Each line ends with the Löwdin spin population.
Atoms and positions in Å:
Ir1 0.43656 -0.00464 -0.02018  2.594
C1 0.24836 -3.21903 0.20702  0.007
N1 -0.74986 -2.13662 0.08697  0.109
C2 -1.52343 -2.00358 1.34620  0.005
C3 -2.33406 -0.72267 1.36482  0.005
N2 -1.48343 0.44443 1.67714  0.135
C4 -2.21928 1.70413 1.44326  0.010
C5 -1.02113 0.40341 3.05215  0.035
C6 -1.90994 0.53578 4.11390  -0.001
C7 -1.45512 0.51162 5.42124  0.033
C8 -0.09880 0.35028 5.68144  -0.003
C9 0.78840 0.20099 4.63477  0.034
C10 0.33176 0.22165 3.31454  0.049
S1 1.47593 -0.09462 2.02898  0.418
C11 -1.61497 -2.38789 -1.05670  0.059
C12 -2.62054 -3.34089 -0.98409  -0.003
C13 -3.46006 -3.57575 -2.06361  0.069
C14 -3.30023 -2.85816 -3.24183  -0.006
C15 -2.28106 -1.93428 -3.34093  0.063
C16 -1.41666 -1.69514 -2.26264  0.047
S2 -0.11474 -0.58792 -2.50628  0.638
H1 -0.23723 -4.17430 0.42896  0.001
H2 0.94678 -2.96842 1.00417  0.003
H3 0.79206 -3.30305 -0.73216  0.001
H4 -0.80402 -2.01311 2.16627  0.002
H5 -2.17887 -2.86392 1.49550  0.001
H6 -3.14784 -0.80867 2.09346  0.003
H7 -2.78549 -0.54533 0.38655  0.000
H8 -3.03794 1.81720 2.15751  0.004
H9 -2.62635 1.69914 0.43909  0.001
H10 -1.53214 2.54132 1.56139  0.001
H11 -2.96756 0.66441 3.92383  0.000
H12 -2.15796 0.61993 6.23586  0.002
H13 0.26219 0.33263 6.70067  -0.001
H14 1.84410 0.05758 4.82453  0.003
H15 -2.75994 -3.91929 -0.08117  -0.001
H16 -4.23989 -4.32054 -1.97973  0.004
H17 -3.96245 -3.02738 -4.07953  -0.002
H18 -2.13012 -1.37666 -4.25563  0.003
Br1 -3.55759 2.46883 -2.43733  0.010
C17 -1.81178 3.10445 -2.14967  0.034
C18 -1.47555 4.40189 -2.59021  -0.004
C19 -0.21566 4.89203 -2.41298  0.026
Br2 0.18976 6.62892 -3.02116  0.008
C20 0.78721 4.10302 -1.78561  0.002
C21 2.12128 4.50800 -1.56478  0.005
C22 3.00186 3.65524 -0.96145  0.000
C23 2.56074 2.38012 -0.57319  0.015
N3 1.32576 1.97874 -0.76198  0.100
C24 0.42890 2.81256 -1.35472  0.012
C25 -0.89095 2.29587 -1.52634  0.007
O1 -1.16989 1.07225 -1.10740  0.326
H19 -2.23162 5.00243 -3.07572  0.000
H20 2.43361 5.49452 -1.87896  0.000
H21 4.02731 3.94278 -0.78023  0.000
H22 3.23049 1.67706 -0.09301  0.002
C26 5.24883 -2.16275 -1.52645  -0.003
C27 4.97554 -1.91524 -0.19194  0.003
C28 3.74895 -1.37285 0.15114  0.004
N4 2.79768 -1.06963 -0.73979  0.096
C29 3.07965 -1.30708 -2.02497  0.016
C30 4.27707 -1.84797 -2.46048  0.004
H23 6.19565 -2.58758 -1.83152  0.000
H24 5.69496 -2.13579 0.58396  0.000
H25 3.52359 -1.18112 1.19069  0.001
H26 2.31634 -1.04931 -2.74423  0.012
H27 4.43284 -2.01202 -3.51742  0.001



ORCA calculation (ωB97M-V/def2-TZVPD) on a structure of composition C30H27Br2N5O5PdS.

Computed properties:
Gap between HOMO and LUMO (spin up / spin down) = 6.99 / 5.61 eV
DFT total energy = -7483.2487 Ha
Spin multiplicity = 3
<S²> = 2.00
Charge = 0

Each line ends with the Löwdin spin population.
Atoms and positions in Å:
Pd1 14.03948 14.75543 12.04350  1.311
Br1 7.06421 11.35462 11.53532  0.000
C1 8.90506 11.90321 11.29328  0.000
C2 9.87400 11.07944 10.67312  0.000
C3 11.17167 11.48551 10.56612  0.008
C4 11.63273 12.77597 11.05533  0.013
O1 12.85869 13.02928 11.10578  0.133
C5 10.64329 13.60571 11.59922  0.002
C6 10.87702 14.91168 12.13685  0.002
N1 11.99580 15.60751 12.16850  0.046
C7 11.95299 17.02054 12.45928  0.004
C8 10.89038 17.83478 12.10731  0.001
C9 10.92364 19.22327 12.30955  0.000
C10 12.03275 19.74497 12.83998  0.001
C11 13.06931 18.91837 13.28854  0.002
C12 14.25270 19.50952 13.84120  0.002
C13 15.27436 18.71140 14.15896  0.002
C14 15.18339 17.30148 14.02959  0.010
N2 14.13355 16.72239 13.49525  0.073
C15 13.10449 17.56889 13.07864  0.009
C16 9.29150 13.12621 11.82479  -0.001
H1 9.56851 10.12193 10.35444  0.000
H2 11.86614 10.89972 10.04152  0.000
H3 9.98632 15.41188 12.56134  0.003
H4 9.96559 17.46688 11.80465  0.000
H5 10.07978 19.87190 12.05194  0.000
H6 12.09366 20.83783 12.95483  0.000
H7 14.24452 20.52717 14.09496  0.000
H8 16.15176 19.27467 14.50531  0.000
H9 16.06043 16.66450 14.31047  0.000
H10 8.58510 13.80224 12.36660  0.000
C17 15.64295 4.41368 9.28517  0.000
C18 15.24782 5.77346 9.74909  0.000
S1 16.54432 6.91134 9.47357  0.000
O2 17.70657 6.35573 10.21702  0.000
O3 16.51835 7.19141 8.03232  0.000
C19 16.17762 8.48651 10.26813  0.000
C20 16.06743 8.31206 11.82234  0.000
N3 15.62507 9.58069 12.43966  0.000
C21 16.49905 10.56401 12.94103  0.000
N4 15.75416 11.60340 13.38541  0.001
C22 14.44616 11.28062 13.22893  0.003
C23 14.34186 9.99820 12.71888  0.000
N5 13.22472 9.18955 12.60846  0.000
O4 12.23376 9.60888 13.18012  0.000
O5 13.20823 8.09870 12.02845  0.000
C24 17.95867 10.32318 12.93817  0.000
H11 14.83037 3.70414 9.45189  0.000
H12 16.42121 4.06206 9.91028  0.000
H13 15.93935 4.40602 8.25600  0.000
H14 15.08082 5.73351 10.77470  0.000
H15 14.42677 6.18718 9.15715  0.000
H16 15.18973 8.84698 9.99515  0.000
H17 17.00530 9.14062 10.03474  0.000
H18 17.05945 7.96157 12.23465  0.000
H19 15.33112 7.51972 12.03682  0.000
H20 13.66972 11.85612 13.71920  0.001
H21 18.08093 9.34889 13.34501  0.000
H22 18.46502 11.00678 13.59003  0.000
H23 18.48646 10.34002 11.96098  0.000
Br2 20.25243 12.55971 11.16236  0.005
C25 18.52386 13.25209 11.36385  0.014
C26 18.21469 13.81166 12.60785  0.005
C27 16.93216 14.34531 12.80767  0.055
C28 15.98904 14.40133 11.77059  0.207
C29 16.33650 13.71823 10.59295  0.062
C30 17.59615 13.17861 10.35606  0.008
H24 18.98583 13.78822 13.42649  0.001
H25 16.72560 14.75839 13.77107  0.007
H26 15.60550 13.60132 9.77997  0.010
H27 17.76797 12.58834 9.45983  0.001



ORCA calculation (ωB97M-V/def2-TZVPD) on a structure of composition C30H27F3N6RuS.

Computed properties:
Gap between HOMO and LUMO (spin up / spin down) = 4.47 / 5.39 eV
DFT total energy = -2280.3541 Ha
Spin multiplicity = 2
<S²> = 0.82
Charge = +1

Each line ends with the Löwdin spin population.
Atoms and positions in Å:
Ru1 0.22746 0.34951 0.45085  1.106
C1 0.97297 -0.26546 -2.99938  0.010
C2 2.29373 0.29949 -2.55514  0.001
C3 3.48310 -0.10163 -3.15242  0.000
C4 4.70200 0.39338 -2.71337  0.001
C5 4.75109 1.28367 -1.65308  0.000
C6 3.58551 1.72581 -1.03299  0.001
C7 3.65542 2.65125 0.15150  0.001
C8 2.37479 1.24253 -1.52891  0.003
N1 1.14528 1.62861 -0.88739  0.003
C9 0.63445 2.80089 -1.00964  0.004
C10 1.18711 3.89176 -1.85742  0.000
C11 -0.63284 3.01088 -0.25183  0.003
C12 -1.31944 4.33157 -0.31590  0.000
N2 -1.01362 1.99751 0.44007  0.001
C13 -2.24001 2.02932 1.19425  0.003
C14 -3.45789 1.98927 0.51791  0.000
C15 -3.54023 1.89200 -0.98102  0.000
C16 -4.61224 1.98930 1.29366  0.000
C17 -4.54465 2.01504 2.67673  0.000
C18 -3.31497 2.00823 3.31609  0.000
C19 -2.13605 1.99970 2.58310  0.001
C20 -0.79905 1.96448 3.26912  0.024
H1 1.12812 -1.14462 -3.62188  0.001
H2 0.39896 0.46114 -3.57960  0.000
H3 0.34988 -0.57574 -2.15415  0.006
H4 3.44918 -0.82616 -3.95617  0.000
H5 5.61902 0.06584 -3.18504  0.000
H6 5.70660 1.63842 -1.28710  0.000
H7 4.63568 2.58731 0.61963  0.000
H8 2.90841 2.40279 0.90875  0.001
H9 3.50267 3.69462 -0.13425  0.000
H10 2.05322 3.55602 -2.42107  0.000
H11 1.47484 4.73881 -1.23094  0.000
H12 0.42250 4.25172 -2.54764  0.000
H13 -0.62420 5.12576 -0.03836  0.000
H14 -2.17994 4.36190 0.34615  0.000
H15 -1.65025 4.53634 -1.33606  0.000
H16 -2.74195 1.26867 -1.38745  0.000
H17 -3.48587 2.87281 -1.46025  0.000
H18 -4.48872 1.44514 -1.27200  0.000
H19 -5.57463 1.94979 0.79923  0.000
H20 -5.45512 2.01535 3.26045  0.000
H21 -3.26457 1.98966 4.39733  0.000
H22 -0.90192 1.59728 4.28822  0.001
H23 -0.33250 2.95131 3.30972  0.000
H24 -0.09364 1.29038 2.76359  0.014
F1 -2.85953 -4.66157 2.78104  0.000
C21 -2.54299 -3.48195 2.23323  -0.002
F2 -3.69530 -2.87050 1.91170  -0.002
F3 -1.95387 -2.74751 3.19339  -0.003
C22 -1.64776 -3.65668 1.03037  -0.004
C23 -1.29197 -4.93148 0.62111  0.000
C24 -0.46390 -5.08660 -0.47834  -0.002
C25 -0.02008 -3.94741 -1.12470  0.001
N3 -0.35555 -2.71376 -0.74639  0.002
C26 -1.14965 -2.56619 0.30636  -0.009
S1 -1.63067 -0.90653 0.74200  -0.131
H25 -1.65955 -5.79098 1.16385  0.000
H26 -0.17200 -6.06658 -0.82673  0.000
H27 0.62681 -4.01940 -1.99231  0.000
N4 1.72641 -0.95454 0.53215  0.000
C27 2.68895 -1.52738 0.22698  0.010
C28 3.80589 -2.23016 -0.17286  -0.018
C29 4.99680 -2.16555 0.58826  -0.001
N5 5.97303 -2.08865 1.19450  -0.011
C30 3.73172 -2.95423 -1.38764  -0.002
N6 3.63049 -3.52745 -2.38153  -0.010



Computed ΔE to the lowest compared entry with this formula, charge and spin (kJ/mol) in order:
7.5; 89.8; 0.4